No. 1
Formula: C37H56FN3O2Ti
Source: the OMol25 dataset
Level of theory: ωB97M-V/def2-TZVPD

Structure (XYZ):
```
100
Properties=species:S:1:pos:R:3:forces:R:3:mulliken_charge:R:1
H 2.781019 -4.134855 -0.602271 0.02 0.02 0.04 0.467
H 0.106323 3.617104 -4.106000 -0.01 -0.02 0.00 0.325
H -2.113756 2.293313 1.394125 0.01 0.00 -0.02 0.115
H -5.465825 -2.117319 1.861491 0.03 0.00 0.00 0.473
C -0.699690 -2.494355 -2.282333 -0.04 0.21 -0.05 -0.001
H -0.594435 -3.934162 0.951035 0.00 0.01 0.00 0.276
C 3.103908 1.150018 -0.261658 -0.05 0.01 -0.07 1.675
C 0.573330 -1.155115 2.187560 -0.11 -0.02 -0.16 -0.189
F -2.280281 0.333705 -0.235473 0.08 -0.01 -0.04 1.122
C -1.430530 0.441745 4.630781 0.00 0.00 0.06 -1.601
H -1.579050 -4.283939 -4.129727 0.00 -0.01 -0.01 0.383
C 2.807878 -3.607237 0.357391 0.03 -0.01 0.00 -2.183
C 0.433685 -4.266971 0.804992 -0.05 -0.01 -0.01 -1.633
H -1.292059 3.153228 -5.076873 0.00 0.00 0.02 0.538
C 3.798143 2.489210 -0.575022 0.05 0.04 -0.02 -1.725
C -4.065384 -0.918019 0.773935 0.02 -0.10 -0.03 -1.211
C 2.264619 -1.900180 4.230781 0.00 0.01 0.03 -1.734
C 0.574281 -0.400806 3.369285 0.04 -0.05 0.04 1.250
H 0.936474 1.327635 -4.713606 -0.03 0.00 0.01 0.389
H 2.823545 -0.108484 1.506872 -0.01 -0.02 -0.02 0.398
H 2.924007 -2.195270 5.036616 -0.01 0.00 -0.02 0.419
H -0.836261 1.020431 2.662593 -0.05 0.02 -0.12 -1.878
H 4.803689 -0.072010 -0.761411 -0.02 0.00 0.00 0.469
C -0.845932 1.752647 -3.496909 0.05 0.05 0.01 1.731
H -0.984546 0.233323 5.605959 -0.01 0.00 -0.03 0.364
C -0.894748 3.182792 -4.060868 -0.01 0.03 -0.04 -1.610
H -0.675306 4.941860 -1.731101 0.01 -0.01 0.02 0.304
H 3.548828 -2.807546 0.307575 -0.03 0.00 -0.02 0.346
H 2.783770 1.625669 1.844240 0.00 0.01 0.00 0.356
Ti -0.213023 0.061878 -0.507528 -0.33 -0.44 -0.27 0.106
H 0.888128 1.878857 5.029989 -0.02 0.00 -0.03 0.438
C -0.345106 0.783101 3.604017 0.01 -0.04 0.04 2.558
C 3.249052 0.854726 1.228142 0.03 0.02 0.06 -2.107
H 3.262500 -0.914839 -0.926950 -0.02 -0.01 0.01 0.058
C 0.417077 2.029428 4.057096 0.02 0.06 0.05 -1.538
H -3.733652 -3.233249 3.223515 0.00 0.02 -0.02 0.519
H -2.185916 0.058469 -3.228725 0.01 -0.02 0.00 -0.021
H 0.124460 4.870509 -0.155261 -0.03 -0.01 -0.01 0.326
H -2.453948 4.016956 1.417196 0.01 0.00 0.00 0.586
C 1.661254 1.360435 -0.692720 0.23 0.09 0.09 1.108
H -2.886205 1.573135 -2.668504 0.04 -0.01 -0.05 0.009
C -0.425126 2.384619 -0.867749 -0.09 -0.04 -0.01 1.067
H 3.169948 -4.339261 1.078937 -0.03 -0.02 -0.01 0.591
H 0.397184 -3.910656 -3.232220 0.02 -0.11 -0.05 0.220
H -0.820129 3.464894 1.710951 -0.01 0.01 -0.01 0.452
H 1.205782 2.317738 3.358988 0.00 -0.02 -0.03 0.230
C 1.414269 -3.093273 0.721786 0.00 -0.03 0.07 2.606
H 0.066533 -0.123669 -4.162024 0.00 0.02 -0.02 0.131
H -1.347836 -2.672914 2.947172 0.00 -0.01 0.00 0.513
H -2.115660 1.282922 4.754624 0.03 -0.03 -0.02 0.461
H 0.470955 -4.866938 -0.109595 0.01 0.01 0.02 0.466
H -2.939903 -4.677957 -3.058277 -0.03 -0.01 0.00 0.259
H -1.525205 3.852061 -3.482322 0.02 -0.02 0.00 0.239
H -2.012187 -0.431784 4.336927 0.00 0.01 0.00 0.282
H 1.078882 -2.442693 -0.089189 0.02 0.09 -0.08 -1.606
H -2.831666 3.528030 -2.126374 0.01 0.00 0.03 0.319
H 2.283468 -2.886364 -2.137471 0.12 -0.01 0.05 0.152
C -1.714925 3.272856 1.119949 -0.01 -0.01 0.03 -1.895
C -2.248038 1.130469 -3.425016 -0.04 -0.01 0.00 -1.301
H -1.496434 5.557772 -0.294482 0.01 -0.02 -0.02 0.462
H 1.649855 0.602139 -2.770594 0.02 -0.06 0.01 0.398
H 1.475167 -0.232386 5.304685 0.00 -0.03 -0.04 0.435
H 4.857359 2.415678 -0.322724 -0.02 0.00 -0.01 0.461
C 0.670928 2.079648 0.000669 0.06 0.25 0.05 -0.978
C -2.857563 3.359207 -1.054791 -0.04 0.02 0.01 -2.026
H 2.888456 -3.491353 2.957183 -0.01 0.03 0.02 0.379
C -0.050345 0.909526 -4.504881 0.00 -0.02 -0.02 -2.033
C 2.241246 -2.629723 3.054123 0.04 0.02 -0.05 -0.476
C -1.895330 -4.397337 -3.093671 -0.02 0.08 0.06 -0.994
C 1.409393 -2.266874 1.999458 0.09 -0.04 0.11 0.814
N 0.422428 -3.014010 -2.774250 -0.13 0.05 0.09 -0.011
H -3.451567 4.166163 -0.624491 0.00 -0.01 0.00 0.613
C -2.726948 -0.673156 0.654849 -0.05 0.17 0.03 -0.577
H 1.985213 -2.113154 -3.571636 0.07 0.02 -0.04 0.355
N 1.621484 -2.316804 -2.648409 0.02 0.12 -0.04 -0.404
H -1.298262 -5.134221 -2.557328 0.00 -0.01 -0.01 0.383
H 4.309668 0.834046 1.484494 -0.03 0.02 0.00 0.592
C -1.707800 -1.254350 1.381201 0.23 0.10 0.12 0.666
H -0.598537 0.882434 -5.446428 0.00 0.00 0.00 0.505
C 1.446228 -0.794501 4.378770 0.01 0.02 0.02 -0.913
C 3.766135 0.042706 -1.077429 0.04 -0.08 -0.02 -1.613
H 0.694797 -4.924107 1.636996 0.00 0.01 -0.02 0.320
H -4.789151 -0.393815 0.164013 0.01 -0.01 0.04 0.561
C -0.114135 1.780909 -2.150483 -0.04 -0.03 0.06 0.841
H -0.271574 2.869714 4.165296 0.02 -0.02 -0.02 0.432
H -3.390371 2.429089 -0.855495 0.02 0.02 0.02 0.178
H 0.760391 2.422835 1.017792 -0.01 -0.03 0.06 0.533
H 3.366895 3.304242 0.009281 0.01 -0.02 -0.01 0.334
N -0.370159 -0.823900 1.141172 -0.21 0.07 0.34 1.686
H 3.777681 0.267637 -2.146658 -0.01 0.01 0.04 0.379
C -1.479670 3.396095 -0.392636 0.07 0.01 -0.02 1.668
O -0.735479 -1.380763 -1.700737 0.25 -0.13 -0.15 0.122
C -3.443212 -2.501921 2.480636 0.03 -0.03 0.02 -0.841
C -4.421501 -1.875224 1.717724 -0.08 0.01 -0.02 -0.877
H 3.718541 2.743799 -1.634133 -0.01 -0.01 0.03 0.359
C 1.142742 1.148141 -1.995802 0.01 0.09 -0.09 -0.564
C -2.097186 -2.200302 2.326216 -0.05 -0.04 0.01 -0.866
H -2.741286 1.256475 -4.390275 0.01 0.00 0.02 0.683
C -0.835690 4.772648 -0.666156 -0.01 0.04 0.02 -1.561
O -1.829067 -3.116902 -2.412409 -0.14 -0.19 -0.03 -0.283
```
Forces are in eV/Å.

The HOMO energy comes out at -13.92 eV. The largest force on an atom comes out at 0.61 eV Å⁻¹. For the energy relative to the best compared isomer or geometry (same formula, charge and spin), the calculation gives 4.0 kcal per mole. As for the net charge: +2. As for the total energy: -73664.503 eV.

***

No. 2
Formula: C2H4I3P
Source: the OMol25 dataset
Level of theory: ωB97M-V/def2-TZVPD

Structure (XYZ):
```
10
Properties=species:S:1:pos:R:3:forces:R:3:nbo_charge:R:1
P 1.692276 0.499431 0.705258 -0.16 -0.07 0.88 0.221
I 3.519220 1.554445 2.064945 0.29 -0.01 -0.14 -0.177
C -0.812620 -0.369258 0.442854 -0.59 -2.00 1.82 0.031
I 1.728393 1.906877 -1.289692 0.07 -0.24 -0.21 -0.078
C -1.772499 -0.266213 -0.631325 0.21 2.08 -0.97 -0.830
H -1.312716 0.645496 -1.193843 -1.17 -1.71 -0.04 0.257
H -1.571925 -1.217386 -1.184833 0.33 0.56 -0.05 0.310
I 2.652922 -1.750011 0.190695 -0.23 0.57 -0.14 -0.084
H -1.238433 -0.821326 1.450754 0.48 0.94 -1.62 0.128
H -2.884619 -0.182056 -0.554817 0.77 -0.12 0.49 0.222
```
Forces are in eV/Å.

The HOMO energy (alpha / beta) comes out at -7.97 / -8.00 eV. The largest force on an atom comes out at 2.77 eV Å⁻¹. For the energy relative to the best compared isomer or geometry (same formula, charge and spin), the calculation gives 55.3 kcal per mole. As for the total energy: -35726.464 eV.

***

No. 3
Formula: C39H39N9O5SV
Source: the OMol25 dataset
Level of theory: ωB97M-V/def2-TZVPD

Structure (XYZ):
```
94
Properties=species:S:1:pos:R:3:forces:R:3:mulliken_charge:R:1
H -2.382279 -0.444656 4.640235 -0.01 0.01 -0.01 0.233
H -3.427787 -4.070560 -2.058432 0.01 0.01 0.00 0.443
C 1.232361 -2.532254 -4.843945 -0.03 -0.03 0.01 -1.058
C 3.184082 1.824304 -3.290483 -0.03 -0.03 -0.12 -1.078
C -3.204842 1.691670 -0.824789 -0.06 0.11 0.12 -0.394
C -5.022080 1.910740 0.718330 0.05 0.01 -0.05 -0.165
O -0.290800 -0.925830 -1.629597 0.45 0.48 -0.12 -0.009
C 4.636949 0.286692 -0.456753 -0.03 0.03 -0.01 -1.528
H -1.817923 4.885004 0.624936 0.04 0.00 0.00 0.254
H -4.352440 -3.038685 -4.117499 0.01 0.00 -0.01 0.410
N -0.396430 1.175471 -3.726657 -0.14 0.03 -0.33 0.281
H 2.938078 1.591501 -0.756202 0.04 -0.04 0.08 0.656
C -3.633970 -1.379991 3.152115 -0.03 -0.02 -0.02 -0.080
C 3.289336 0.600960 -0.503047 -0.01 -0.03 0.07 -0.373
C 0.987672 0.886575 -3.606836 0.11 -0.06 0.11 0.415
H 3.388346 -1.403931 -4.291105 0.01 0.03 0.01 0.515
C 1.595415 -2.373345 0.701465 0.11 0.07 0.10 0.126
H 1.951717 -2.442798 -5.659680 -0.01 0.00 -0.01 0.381
C 1.807831 1.953059 -3.254483 -0.02 -0.04 -0.06 -0.311
C 2.980434 1.896738 3.876863 -0.04 -0.02 -0.02 0.787
H 1.855718 4.654769 2.236891 0.00 0.00 -0.01 0.562
C 3.740020 0.604610 -3.647614 0.09 0.07 0.00 -0.628
H -3.845459 -0.482396 2.573348 0.02 0.01 -0.01 -0.075
H -1.534407 -3.019718 -0.871108 -0.01 -0.01 0.00 0.398
O 0.401928 2.029176 -0.286096 -0.12 -0.48 -0.44 -0.131
C -3.308573 -1.018739 4.594119 0.00 0.04 0.01 -1.185
C 4.010831 -1.946597 0.134255 -0.04 0.09 -0.04 -1.301
H 5.373351 1.049765 -0.664455 0.01 -0.02 0.00 0.605
C 1.550356 -0.331671 -4.014523 0.10 0.20 0.03 0.969
H 1.206318 -3.936099 2.071957 0.00 0.00 -0.01 0.407
C 2.314456 -0.414020 3.469142 0.02 0.01 0.01 -0.230
C 1.384188 2.607410 1.781202 0.05 -0.03 0.08 0.840
H -3.379475 -0.923934 -4.938149 0.00 -0.01 -0.01 0.507
C 2.835562 3.265676 3.552453 -0.01 -0.01 0.01 -0.944
H 3.368782 4.008748 4.133284 0.00 0.00 0.00 0.459
H -3.194061 -1.911459 5.210459 0.02 -0.01 -0.01 0.361
C -1.918963 -2.598697 -1.792121 0.13 -0.04 -0.06 -0.873
H 3.136198 -1.867275 4.783859 0.00 0.00 -0.01 0.479
C -1.513865 -1.508163 1.852067 -0.12 -0.09 0.10 0.021
H 1.507159 -4.491490 0.435717 0.00 0.01 0.00 0.291
C 2.255746 0.954038 3.111792 -0.11 -0.02 0.08 -0.210
O 0.251199 4.152498 0.385162 0.00 -0.01 0.02 -0.803
C -1.293966 -1.439271 -2.289419 -0.11 -0.24 0.15 1.136
C -2.951075 -1.427159 -4.079085 0.05 0.01 -0.01 -1.101
O 0.707130 -1.262081 -4.481827 -0.09 -0.09 0.01 -0.357
H -5.023922 3.626302 1.964305 0.00 0.02 -0.01 0.358
H 0.379716 -3.120471 -5.170217 0.01 0.00 0.00 0.297
C 2.937485 -0.469101 -3.990083 -0.09 -0.07 -0.04 -0.682
C -1.493388 0.467708 -3.842371 0.16 0.30 0.13 -1.095
H -4.650893 -0.252130 -1.721926 -0.02 0.00 0.00 0.169
N -0.517675 -2.339731 1.557954 -0.06 -0.11 -0.02 -1.949
C 3.101695 -0.820907 4.508200 -0.03 -0.01 -0.03 -0.862
H -5.956991 -0.149188 -0.515532 0.00 0.00 0.02 0.439
C 2.020174 3.626884 2.524070 -0.01 -0.02 0.00 -1.138
N -4.404762 1.220606 -0.271292 -0.03 -0.04 0.04 0.289
H -4.106281 -0.412656 5.024969 -0.01 -0.02 0.00 0.406
H -5.924620 1.463089 1.113175 -0.01 0.01 0.00 0.443
N 1.486761 1.330799 2.049729 0.03 0.05 -0.26 0.800
N 2.343414 -0.291952 -0.237724 -0.29 -0.21 -0.08 1.746
H -3.128800 5.206645 1.730971 0.03 -0.01 0.02 0.204
H 3.812601 2.666904 -3.037234 0.01 0.01 0.00 0.368
C -4.881242 -0.096224 -0.672217 0.01 0.00 0.01 -0.826
H 4.815420 0.484676 -3.672490 0.00 0.01 0.00 0.477
H -4.519730 -2.015148 3.098472 0.01 -0.01 0.03 0.451
C -2.976481 -3.169702 -2.456724 -0.03 -0.08 0.08 -0.616
H 6.037929 -1.305743 -0.137179 0.00 0.00 -0.01 0.484
C -3.319080 3.538525 0.560593 -0.10 -0.02 0.10 0.919
V 0.259799 0.093062 -0.135681 -0.12 0.28 1.19 0.626
H -2.350051 -3.030676 2.794193 -0.09 -0.03 -0.05 0.303
H 1.352280 2.891942 -2.960350 -0.02 -0.01 0.02 0.264
H -0.548524 2.167086 -3.863961 -0.03 -0.03 -0.02 0.408
C 1.820564 -3.765196 1.189943 -0.12 -0.04 -0.03 -1.970
H -4.382869 -0.877104 -0.093203 0.03 0.01 -0.02 0.219
H 1.699104 -1.110721 2.919766 0.01 -0.01 0.02 0.630
S -1.562494 0.185901 1.505999 0.10 -0.07 -0.36 -0.385
C 2.681205 -1.545813 0.134468 0.10 -0.08 0.10 1.033
C 4.995916 -1.015200 -0.162382 0.01 -0.02 0.00 -0.791
H 1.700977 -3.015216 -3.983597 0.01 0.01 0.00 0.361
C -1.819266 -0.854658 -3.461171 -0.14 -0.20 0.03 0.912
O -2.642926 0.994725 -1.668469 -0.10 0.04 -0.03 -0.188
N -2.746467 4.680717 0.967862 0.04 0.07 -0.04 -0.387
C 0.587934 2.995829 0.549927 0.04 0.14 -0.03 -0.325
C -4.531771 3.080500 1.174445 0.02 -0.04 -0.03 -0.919
C -3.503204 -2.592920 -3.619038 -0.03 0.02 -0.05 -1.043
C 3.860984 0.114238 5.244532 0.03 0.03 0.03 -0.639
N -2.719103 2.876545 -0.406161 0.03 0.00 -0.01 -0.316
H 4.280354 -2.956498 0.398506 0.01 -0.01 0.01 0.501
H -2.319718 1.047723 -4.237554 0.02 0.00 0.00 0.489
H 4.353951 2.170673 5.517118 0.00 0.00 0.00 0.412
H 4.481010 -0.225868 6.063239 0.00 0.00 0.00 0.407
N -2.548559 -2.087089 2.491931 0.17 0.02 0.02 -0.153
N 0.490650 -1.735985 0.901601 0.13 0.25 -0.39 2.546
C 3.794885 1.443168 4.941409 0.01 -0.01 0.02 -0.850
H 2.861240 -3.956934 1.433465 0.02 0.01 0.00 0.470
```
Forces are in eV/Å.

The HOMO energy (alpha / beta) comes out at -10.23 / -10.25 eV. The largest force on an atom comes out at 1.22 eV Å⁻¹. For the energy relative to the best compared isomer or geometry (same formula, charge and spin), the calculation gives 4.1 kcal per mole. Its spin multiplicity is 3. As for the net charge: +1. As for the total energy: -101246.884 eV.

***

No. 4
Formula: C6H23N2O6
Source: the OMol25 dataset
Level of theory: ωB97M-V/def2-TZVPD

Structure (XYZ):
```
37
Properties=species:S:1:pos:R:3:forces:R:3:nbo_charge:R:1
H -0.375782 -0.208173 1.466392 -0.13 -0.29 -0.19 0.479
C -1.792680 -1.101560 0.185304 0.00 -0.31 -0.31 0.285
H -0.487900 -0.629306 -2.742511 -0.07 -0.18 -0.04 0.274
H -2.992620 3.600979 -1.139129 0.03 0.06 -0.02 0.496
N -0.660772 -0.505327 0.499944 0.19 0.28 0.21 -0.495
H -1.643398 2.846333 -1.148805 -0.09 0.14 -0.04 0.485
H -0.325581 2.322887 0.770483 -0.03 0.01 -0.02 0.198
H 1.903017 -2.149795 -2.270062 0.06 -0.07 -0.29 0.498
H -3.021703 1.579502 0.277859 -0.37 0.03 0.18 0.504
C 1.238584 2.025632 -0.731661 -0.19 0.27 0.01 -0.383
C 1.359005 0.504807 -0.636770 0.47 -0.10 -0.05 -0.458
H 1.315236 2.401372 1.392912 0.00 0.02 0.01 0.206
H 0.606167 2.276633 -1.590633 0.01 -0.04 -0.01 0.191
H 2.161799 -1.993894 -3.795335 -0.02 0.00 0.14 0.481
H 0.670525 3.753352 0.476224 -0.04 0.00 -0.06 0.226
O 2.674179 -0.829435 3.283378 0.03 -0.06 0.03 -0.958
H -4.073252 1.259279 1.390013 0.00 0.14 -0.09 0.483
N -1.829451 -1.225974 -1.138298 -0.16 0.01 -0.09 -0.472
O -2.593634 2.732498 -1.030490 0.18 -0.14 -0.05 -0.956
O -3.304316 0.910547 0.931778 0.14 -0.05 0.06 -1.001
O 2.444697 -2.863946 -0.677128 0.05 0.19 -0.05 -0.948
H -0.041360 0.823017 3.462639 0.02 -0.02 0.07 0.495
H 1.971928 0.129934 -1.456521 -0.20 0.01 -0.18 0.265
C 0.686303 2.665643 0.539739 0.08 -0.09 0.05 -0.623
H 2.213504 2.456855 -0.962627 0.06 -0.10 0.07 0.223
H 1.801896 -2.568650 -0.024384 0.03 -0.20 0.10 0.480
H 1.018838 -0.314691 3.220509 -0.21 0.24 -0.04 0.517
H 2.484177 -3.824419 -0.629825 -0.07 -0.01 0.10 0.493
H 2.861159 -1.550297 3.895074 0.06 0.01 0.00 0.497
H -2.569513 -1.432863 0.843197 0.04 0.03 0.18 0.258
H -2.590431 -1.644273 -1.649651 0.03 0.03 0.02 0.446
H 1.927737 0.233785 0.259820 -0.19 0.05 0.12 0.220
H 3.371824 -0.179350 3.421711 0.02 -0.04 0.01 0.496
O 0.106890 -0.010719 3.007377 0.12 -0.06 0.06 -0.976
C -0.700125 -0.663631 -1.691488 0.21 0.23 0.21 -0.054
O 1.553836 -1.750123 -3.088729 0.06 0.03 -0.10 -0.993
C 0.050391 -0.208221 -0.653725 -0.11 -0.01 -0.03 0.122
```
Forces are in eV/Å.

The HOMO energy comes out at -12.57 eV. The largest force on an atom comes out at 0.48 eV Å⁻¹. For the energy relative to the best compared isomer or geometry (same formula, charge and spin), the calculation gives 0.0 kcal per mole. As for the net charge: +1. As for the total energy: -21856.263 eV.

***

Question: What is the largest force on an atom in the first record?
Answer: 0.61 eV Å⁻¹